(1)
Here is a structure of composition C24H37NO7RuSSi from the Open Molecules 2025 dataset. Energies are from ωB97M-V with the def2-TZVPD basis set.

Computed properties:
multiplicity = 5
total charge = +2
DFT total energy = -2300.08085 a.u.
Kohn-Sham gap (spin up / spin down) = 6.3673 / 4.8658 eV
HOMO energy (spin up / spin down) = -13.70 / -13.70 eV

Atoms and positions in Å:
Ru1 0.140 2.194 -0.242
C1 -0.322 5.273 -1.587
O1 0.596 4.368 -0.924
C2 1.842 4.253 -1.671
C3 2.882 3.727 -0.741
O2 2.425 2.423 -0.328
C4 2.943 1.931 0.932
C5 2.090 2.448 2.059
O3 0.711 1.990 1.942
C6 0.513 0.635 2.442
H1 0.160 6.239 -1.710
H2 -0.612 4.875 -2.558
H3 -1.192 5.389 -0.951
H4 1.687 3.583 -2.517
H5 2.144 5.233 -2.037
H6 3.840 3.649 -1.252
H7 2.987 4.379 0.128
H8 2.900 0.846 0.862
H9 3.982 2.228 1.063
H10 2.497 2.136 3.020
H11 2.034 3.534 2.043
H12 0.943 0.563 3.438
H13 -0.558 0.471 2.491
H14 0.966 -0.101 1.779
C7 -2.277 3.454 0.981
Si1 -2.322 2.171 -0.346
C8 -2.907 2.656 -2.001
C9 -2.566 0.493 0.227
C10 -2.319 -0.613 -0.609
C11 -2.625 -1.884 -0.174
C12 -3.199 -2.064 1.084
C13 -3.461 -0.976 1.917
C14 -3.122 0.299 1.507
H15 -3.322 3.739 1.165
H16 -1.749 4.357 0.673
H17 -1.845 3.098 1.917
H18 -3.949 2.341 -2.120
H19 -2.312 2.173 -2.778
H20 -2.858 3.738 -2.136
H21 -1.911 -0.470 -1.602
H22 -2.431 -2.740 -0.809
H23 -3.452 -3.063 1.415
H24 -3.934 -1.126 2.879
H25 -3.320 1.141 2.164
C15 -0.985 -5.156 3.192
C16 -0.153 -4.742 2.003
C17 0.202 -5.672 1.027
C18 1.002 -5.317 -0.046
C19 1.455 -4.007 -0.147
C20 1.106 -3.055 0.805
C21 0.305 -3.433 1.874
S1 2.483 -3.556 -1.505
O4 3.206 -4.704 -1.942
O5 3.125 -2.321 -1.147
N1 1.471 -3.186 -2.738
C22 0.544 -2.090 -2.568
C23 1.249 -0.735 -2.784
C24 0.707 0.311 -1.886
O6 0.246 1.425 -2.304
O7 0.686 0.120 -0.625
H26 -1.677 -5.959 2.937
H27 -1.551 -4.315 3.596
H28 -0.342 -5.528 3.992
H29 -0.140 -6.697 1.118
H30 1.297 -6.051 -0.786
H31 1.486 -2.044 0.710
H32 0.044 -2.706 2.638
H33 1.187 -3.993 -3.274
H34 0.102 -2.118 -1.565
H35 -0.262 -2.205 -3.290
H36 1.193 -0.405 -3.818
H37 2.297 -0.855 -2.501



(2)
Here is a structure of composition C24H38As2N4OSZr from the Open Molecules 2025 dataset. Energies are from ωB97M-V with the def2-TZVPD basis set.

Computed properties:
total charge = +4
energy relative to the best compared isomer or geometry (same formula, charge and spin) = 92.3 kJ/mol
DFT total energy = -6147.03805 a.u.
Kohn-Sham gap = 6.2272 eV
HOMO energy = -19.42 eV

Atoms and positions in Å:
Zr1 -0.168 -0.190 0.370
C1 4.144 0.642 -0.069
As1 2.525 -0.247 0.481
C2 2.071 -1.011 -1.305
C3 3.107 -1.773 1.507
C4 4.416 -1.815 1.967
C5 4.838 -2.876 2.761
C6 3.953 -3.886 3.101
C7 2.639 -3.846 2.643
C8 2.212 -2.788 1.854
As2 0.430 -2.781 1.129
C9 0.589 -4.011 -0.364
C10 -0.696 -3.768 2.344
H1 4.643 1.104 0.776
H2 3.892 1.395 -0.811
H3 4.762 -0.133 -0.512
H4 2.700 -1.876 -1.499
H5 2.265 -0.250 -2.055
H6 1.024 -1.329 -1.432
H7 5.123 -1.035 1.721
H8 5.861 -2.908 3.112
H9 4.277 -4.705 3.729
H10 1.966 -4.650 2.913
H11 0.555 -5.014 0.055
H12 1.544 -3.866 -0.858
H13 -0.222 -3.891 -1.080
H14 -0.233 -4.741 2.485
H15 -1.672 -3.910 1.887
H16 -0.796 -3.263 3.300
C11 -3.106 1.567 1.229
C12 -2.013 1.476 2.230
N1 -2.129 2.038 3.386
O1 -0.900 0.818 1.963
H17 -3.871 2.280 1.526
H18 -3.578 0.586 1.134
H19 -2.703 1.864 0.261
H20 -2.963 2.561 3.629
H21 -1.416 1.950 4.103
N2 -1.775 -1.131 -0.699
C13 -2.754 -1.698 -1.006
C14 -3.894 -2.365 -1.444
C15 -4.751 -2.937 -0.469
C16 -5.881 -3.595 -0.889
C17 -6.160 -3.688 -2.257
C18 -5.318 -3.122 -3.215
C19 -4.181 -2.458 -2.824
H22 -4.513 -2.862 0.584
H23 -6.554 -4.037 -0.167
H24 -7.052 -4.213 -2.579
H25 -5.555 -3.207 -4.266
H26 -3.516 -2.015 -3.554
C20 1.684 5.721 0.869
C21 2.398 4.448 0.437
N3 1.489 3.302 0.171
C22 0.845 3.137 -0.994
S1 -0.114 1.679 -1.353
N4 0.969 4.016 -1.950
C23 0.406 4.011 -3.333
C24 -0.595 5.142 -3.498
H27 2.424 6.492 1.082
H28 1.110 5.560 1.783
H29 1.009 6.118 0.108
H30 3.075 4.114 1.219
H31 3.005 4.600 -0.456
H32 1.021 2.934 0.986
H33 1.444 4.877 -1.706
H34 -0.045 3.041 -3.515
H35 1.247 4.132 -4.015
H36 -1.478 4.992 -2.875
H37 -0.913 5.185 -4.538
H38 -0.149 6.108 -3.253



(3)
Here is a structure of composition C24H38AsF6N5O4SeSn from the Open Molecules 2025 dataset. Energies are from ωB97M-V with the def2-TZVPD basis set.

Computed properties:
multiplicity = 2
total charge = +3
energy relative to the best compared isomer or geometry (same formula, charge and spin) = 0.0 kJ/mol
DFT total energy = -6961.92561 a.u.
Kohn-Sham gap (spin up / spin down) = 7.4285 / 4.4045 eV
HOMO energy (spin up / spin down) = -17.48 / -16.37 eV

Atoms and positions in Å:
Sn1 0.651 -2.245 2.651
C1 -2.571 -6.386 1.587
N1 -1.376 -5.552 1.382
C2 -0.162 -6.247 0.933
C3 -1.395 -4.272 1.624
O1 -0.369 -3.538 1.406
C4 -2.674 -3.628 2.126
O2 -2.457 -2.263 2.383
C5 -2.843 -1.850 3.675
C6 -1.749 -2.225 4.661
O3 -0.754 -2.893 4.197
N2 -1.843 -1.895 5.914
C7 -0.766 -2.157 6.876
C8 -2.975 -1.095 6.403
H1 -2.348 -7.388 1.235
H2 -2.826 -6.441 2.645
H3 -3.416 -6.002 1.018
H4 -0.347 -6.686 -0.046
H5 0.665 -5.552 0.871
H6 0.066 -7.040 1.643
H7 -3.461 -3.745 1.374
H8 -2.993 -4.170 3.021
H9 -2.983 -0.769 3.656
H10 -3.789 -2.308 3.975
H11 -0.008 -2.784 6.424
H12 -0.333 -1.205 7.183
H13 -1.187 -2.657 7.745
H14 -2.862 -0.056 6.090
H15 -3.921 -1.493 6.042
H16 -2.980 -1.137 7.487
F1 -0.285 -0.402 1.850
As1 0.127 1.032 2.950
F2 -1.459 1.589 2.709
F3 0.733 1.944 1.609
F4 0.575 2.228 4.052
F5 1.681 0.233 3.020
F6 -0.394 -0.050 4.218
C9 3.693 2.812 -4.329
C10 4.309 1.417 -4.320
C11 3.622 0.412 -3.399
C12 2.201 0.021 -3.778
N3 1.165 1.052 -3.515
C13 0.949 1.701 -2.337
Se1 1.952 1.536 -0.829
N4 -0.140 2.514 -2.455
C14 -0.728 3.389 -1.403
C15 -0.423 4.861 -1.664
C16 1.043 5.260 -1.499
C17 1.595 5.011 -0.101
C18 -0.645 2.370 -3.705
C19 -1.736 2.983 -4.329
C20 -1.951 2.629 -5.632
C21 -1.112 1.679 -6.320
C22 -0.047 1.066 -5.720
C23 0.192 1.421 -4.389
H17 4.251 3.469 -4.995
H18 3.723 3.268 -3.335
H19 2.659 2.817 -4.685
H20 5.355 1.483 -4.019
H21 4.322 1.010 -5.336
H22 3.657 0.807 -2.365
H23 4.193 -0.515 -3.322
H24 1.881 -0.894 -3.276
H25 2.160 -0.155 -4.851
H26 -0.360 3.043 -0.435
H27 -1.800 3.194 -1.430
H28 -1.036 5.442 -0.972
H29 -0.770 5.115 -2.669
H30 1.113 6.329 -1.706
H31 1.660 4.778 -2.268
H32 0.922 5.398 0.665
H33 2.566 5.487 0.027
H34 1.741 3.948 0.128
H35 -2.363 3.700 -3.820
H36 -2.771 3.076 -6.179
H37 -1.342 1.452 -7.353
H38 0.570 0.359 -6.255
O4 3.970 -1.813 -0.003
C24 2.947 -1.882 0.557
N5 1.842 -1.942 1.028



(4)
Here is a structure of composition C24H38BBrF16O7Si2 from the Open Molecules 2025 dataset. Energies are from ωB97M-V with the def2-TZVPD basis set.

Computed properties:
total charge = 0
energy relative to the best compared isomer or geometry (same formula, charge and spin) = 51.3 kJ/mol
DFT total energy = -6239.85288 a.u.
Kohn-Sham gap = 9.6982 eV
HOMO energy = -9.46 eV

Atoms and positions in Å:
C1 3.627 -7.331 4.685
C2 3.509 -6.511 3.795
Si1 3.457 -5.250 2.465
Br1 5.225 -5.621 1.170
O1 1.975 -5.296 1.765
Si2 1.633 -4.658 0.234
C3 -0.211 -5.051 -0.015
C4 -0.897 -5.055 1.363
C5 -2.413 -5.182 1.220
C6 -3.050 -4.118 0.333
C7 -2.615 -2.694 0.643
O2 -2.224 -2.059 -0.578
C8 -1.902 -0.695 -0.362
C9 -3.071 0.228 -0.755
C10 1.693 -2.790 0.097
C11 2.914 -2.061 0.613
O3 3.040 -0.814 -0.043
C12 3.959 0.021 0.623
C13 4.679 0.922 -0.371
C14 2.489 -5.576 -1.196
B1 3.378 -4.686 -2.137
O4 4.213 -3.690 -1.712
O5 3.340 -4.937 -3.519
H1 3.849 -8.053 5.407
H2 3.633 -3.947 3.122
H3 -0.630 -4.289 -0.662
H4 -0.330 -6.053 -0.410
H5 -0.551 -5.897 1.946
H6 -0.630 -4.169 1.934
H7 -2.595 -6.137 0.731
H8 -2.915 -5.261 2.178
H9 -4.131 -4.157 0.382
H10 -2.786 -4.300 -0.700
H11 -1.761 -2.648 1.316
H12 -3.423 -2.121 1.094
H13 -1.049 -0.466 -0.991
H14 -1.618 -0.504 0.669
H15 -3.922 -0.373 -1.049
H16 -2.808 0.883 -1.574
H17 -3.336 0.827 0.109
H18 0.822 -2.412 0.627
H19 1.518 -2.539 -0.947
H20 3.836 -2.638 0.543
H21 2.776 -1.848 1.677
H22 3.461 0.645 1.363
H23 4.699 -0.573 1.157
H24 4.122 0.903 -1.299
H25 5.670 0.544 -0.592
H26 4.798 1.929 -0.001
H27 1.740 -6.042 -1.822
H28 3.058 -6.404 -0.781
H29 5.067 -3.788 -2.145
H30 3.814 -5.750 -3.715
C15 1.570 3.228 -4.004
C16 2.214 2.944 -2.632
C17 1.339 3.101 -1.383
F1 0.890 4.360 -1.225
F2 2.074 2.797 -0.286
F3 3.350 3.664 -2.515
F4 2.579 1.632 -2.656
O6 1.797 4.492 -4.624
C18 1.012 5.597 -4.363
C19 1.809 6.728 -3.708
F5 2.378 6.328 -2.557
F6 0.974 7.755 -3.426
F7 -0.087 5.270 -3.658
F8 0.580 6.058 -5.557
H31 2.057 2.529 -4.682
H32 0.514 2.959 -4.020
H33 0.484 2.420 -1.424
H34 2.593 7.078 -4.383
C20 -4.093 6.282 2.390
C21 -4.273 5.638 3.779
C22 -3.397 4.433 4.138
F9 -3.603 3.385 3.319
F10 -3.698 4.028 5.394
F11 -5.577 5.345 3.971
F12 -3.951 6.605 4.685
O7 -5.009 5.948 1.351
C23 -4.833 4.848 0.535
C24 -5.960 3.824 0.696
F13 -6.066 3.399 1.968
F14 -5.695 2.748 -0.080
F15 -3.615 4.298 0.701
F16 -4.884 5.294 -0.738
H35 -4.282 7.342 2.555
H36 -3.061 6.222 2.047
H37 -2.338 4.705 4.108
H38 -6.916 4.257 0.397